This record from OMol25 describes one molecule with the formula C5H12BNO2 at a distorted geometry. The level of theory is wB97M-V/def2-TZVPD.

The geometry in XYZ format:
```
21
Properties=species:S:1:pos:R:3:forces:R:3
N -0.876422 -1.172930 -0.357862 -0.9186 0.1433 -1.3604
H 2.779369 1.440300 0.548769 0.9828 2.3523 1.4756
B 1.164807 0.381876 0.573286 1.2815 0.9446 1.3380
H -1.680304 0.236677 1.362665 0.8878 0.2851 0.8831
C -0.279828 -1.927787 -1.514513 0.8517 1.4624 3.5623
H 0.423001 -1.800617 1.142623 -0.3567 1.0283 -0.5339
H 0.873011 1.195534 2.814989 -0.5990 0.8239 -2.3870
H -0.014066 2.174557 1.388203 0.0875 0.1461 0.5837
O -1.481892 0.060166 -0.809339 -1.5134 -0.3824 1.0921
H 0.368487 -2.566440 -0.915828 0.0146 -0.7791 -0.8551
H 0.329946 -1.275930 -2.090216 0.8463 0.2725 -0.6631
C 0.002021 -0.828480 0.734686 2.4888 -1.1461 -0.5464
H 0.298745 1.128345 -1.028936 -0.3724 -0.0076 -0.4014
H -1.165742 1.907010 -1.698930 0.1686 -1.2763 -0.0106
C 0.382228 1.218398 1.736113 0.5785 -1.2799 1.3080
C -0.657237 0.042337 1.781509 -1.4226 0.2275 1.2221
C -0.673606 0.911157 -1.529037 1.2019 -0.9652 -2.1311
O 2.452867 0.740504 0.059750 -3.1558 -3.6114 -1.0962
H -0.461935 0.255216 -2.480899 0.0496 2.4697 0.9724
H -0.743099 -0.356925 2.859304 0.0413 0.2033 -1.8515
H -1.010184 -2.374989 -2.112117 -1.1424 -0.9110 -0.6006
```
Positions in Å, forces in eV/Å.

Computed properties:
- E_HOMO (eV) = -8.48
- LUMO (eV) = 0.60
- charge = 0
- ΔE to the lowest compared entry with this formula, charge and spin (kcal/mol) = 87.4

Atomic partial charges in e from the natural (NBO) method, atoms 1 to 5:
1 N -0.134
2 H 0.486
3 B 0.917
4 H 0.244
5 C -0.427

---

This record from OMol25 describes C5H12Br2HgN2S3 as an isolated structure at a distorted geometry. The level of theory is wB97M-V/def2-TZVPD.

The geometry in XYZ format:
```
25
Properties=species:S:1:pos:R:3:forces:R:3
H -0.552052 0.000034 2.675180 -0.0641 0.0003 0.0334
H -0.395844 2.317119 -0.067843 -0.0294 0.0085 -0.0127
H 3.861227 -0.878867 -0.962303 0.0877 -0.0554 -0.0800
N -0.282119 1.572994 0.609886 0.2343 0.1902 -0.1576
C -1.480169 0.000037 2.092956 0.0335 0.0005 0.1850
C -1.550641 1.281157 1.277176 0.0090 -0.1248 -0.1570
Hg 1.386986 -0.000065 -0.653385 -0.9780 0.0000 0.2196
S -0.052927 -1.490315 -2.725212 -0.1387 -0.2054 -0.1566
H -0.396105 -2.316714 -0.068065 -0.0297 -0.0102 -0.0144
H -2.316016 1.177956 0.502204 0.0096 0.0107 -0.0015
H 0.430380 1.852247 1.278028 0.0003 -0.1105 0.0908
S -0.052983 1.490280 -2.725298 -0.1386 0.2065 -0.1566
C 3.365640 -0.000012 -1.358411 0.4775 0.0001 -0.0753
H -2.316114 -1.178059 0.502380 0.0108 -0.0113 0.0002
Br 3.640216 0.000005 -3.291372 0.0038 0.0000 0.0582
C -0.524083 -0.000025 -3.321417 -0.0419 -0.0014 -0.0165
H -2.312867 0.000124 2.803027 0.0019 -0.0004 -0.0078
H -1.867969 2.101365 1.931449 0.0293 0.0648 0.0072
N -0.282220 -1.572932 0.609936 0.2371 -0.1898 -0.1573
H -1.867692 -2.101336 1.931754 0.0287 -0.0644 0.0066
H 0.430189 -1.852685 1.277969 0.0006 0.1110 0.0904
S -1.554728 0.000125 -4.663269 -0.0134 0.0004 -0.0383
Br 2.379267 -0.000122 2.029612 0.1772 0.0000 0.5770
C -1.550592 -1.281153 1.277311 0.0048 0.1252 -0.1568
H 3.861218 0.878842 -0.962293 0.0877 0.0554 -0.0800
```
Positions in Å, forces in eV/Å.

Computed properties:
- multiplicity = 2
- E_HOMO (spin up / spin down) (eV) = -4.56 / -4.37
- LUMO (spin up / spin down) (eV) = 2.83 / 0.94
- charge = -1

Atomic partial charges in e from the natural (NBO) method, atoms 1 to 5:
1 H 0.237
2 H 0.378
3 H 0.205
4 N -0.875
5 C -0.428

---

This record from OMol25 describes an isolated ion of composition C5H12BrN2 and charge +1 at a distorted geometry. The level of theory is wB97M-V/def2-TZVPD.

The geometry in XYZ format:
```
20
Properties=species:S:1:pos:R:3:forces:R:3
Br 2.821930 -0.229086 0.349988 4.2308 -0.0245 2.0559
H 1.205540 2.796720 -0.189131 -1.9891 -1.0571 -0.4186
H -1.524896 -2.679175 -0.568930 1.2458 1.4244 0.2372
N 0.128905 -1.242928 0.007501 -0.7989 -0.1656 1.3535
H 0.414101 1.296298 1.728440 0.7795 -0.3384 0.8258
C -0.377067 0.811274 1.183048 -0.4854 -0.1488 -0.7345
N -0.126074 0.971373 -0.230193 1.6986 -0.0654 -1.8428
C -0.754669 -1.912774 -0.941225 -1.6785 -1.8661 1.0161
H -0.061346 -2.457207 -1.470459 1.1577 -1.5061 -1.8708
H -1.275316 1.379776 1.477805 0.0715 -0.5335 -0.2880
C -0.522709 -0.717703 1.288427 1.5761 2.0456 -0.4683
H 0.316773 2.385254 -1.746715 -0.5417 0.2371 1.9946
H 1.178382 -0.404675 -1.659920 -0.4072 0.4483 -0.1484
H -1.514677 -0.994147 1.440348 -1.6836 -0.7678 -0.5606
H 0.018066 -1.095420 2.106097 0.8767 -0.6262 1.0170
C 0.937574 -0.167112 -0.622216 -6.7893 2.7504 0.3856
H 0.763338 -1.949108 0.318740 0.6926 -0.7465 0.3765
C 0.162999 2.372017 -0.591210 4.1011 -0.8475 -2.4514
H -1.223432 -1.237622 -1.577335 -0.8549 1.4086 -0.8336
H -0.567418 3.074245 -0.303057 -1.2020 0.3792 0.3547
```
Positions in Å, forces in eV/Å.

Computed properties:
- multiplicity = 3
- E_HOMO (spin up / spin down) (eV) = -10.31 / -13.11
- LUMO (spin up / spin down) (eV) = -2.85 / -8.29
- charge = +1
- ΔE to the lowest compared entry with this formula, charge and spin (kcal/mol) = 46.2

Atomic partial charges in e from the natural (NBO) method, atoms 1 to 5:
1 Br 0.341
2 H 0.182
3 H 0.247
4 N -0.381
5 H 0.187

---

This record from OMol25 describes C5H12Cl3N2O4S2 as an isolated structure at a distorted geometry. The level of theory is wB97M-V/def2-TZVPD.

The geometry in XYZ format:
```
28
Properties=species:S:1:pos:R:3:forces:R:3
H -1.090798 1.001438 3.419048 0.1829 0.1624 -0.1903
H -2.737468 1.471010 3.895843 -0.0963 0.1872 0.2050
S -2.805143 -0.210242 2.274208 0.4446 0.3037 0.7140
C 2.552040 2.838643 -0.333231 -0.0696 -0.0747 -0.0090
H 1.554198 -1.044687 -0.118510 0.1574 -0.0137 0.2248
C -0.268267 -0.268802 -0.949885 0.5618 0.0026 0.7005
O -1.977610 -2.111563 -0.229436 0.2112 -0.9023 0.3429
C 0.772811 -1.371857 -0.795469 -0.0662 0.1162 -0.2442
H 0.308434 -2.257903 -0.380174 -0.1957 -0.1217 0.1495
H 1.980911 -2.682861 -1.914267 0.1971 -0.2120 0.0240
O -4.022077 0.482576 1.956310 -0.4617 0.6831 -0.4496
H -0.440355 0.023739 -1.975868 -0.2577 -0.1137 -0.3385
Cl 2.361580 1.643064 0.945890 0.0185 0.0338 0.0187
O -3.015570 -1.560825 2.710343 0.1876 -1.0370 0.1434
Cl 1.014505 3.148459 -1.138858 0.0232 0.0730 -0.0068
N -1.609182 -0.016819 1.228486 -0.4645 -0.5809 -0.2415
H 0.059166 0.605946 -0.403235 -0.0965 0.2620 -0.0864
C -2.079478 0.646418 3.664964 0.1503 0.0987 -0.0922
S -1.839521 -0.682077 -0.211801 0.0068 0.5788 -0.4025
C 1.434817 -1.760536 -2.089078 0.5001 -0.1127 -0.1285
H -1.992682 -0.051918 4.482335 -0.1781 -0.1802 0.2637
H 1.976727 0.048606 -2.921536 -0.0617 0.0420 0.1301
Cl 3.775711 2.329288 -1.498859 0.0651 0.0559 0.0079
N 2.435530 -0.774659 -2.542675 -0.1282 -0.2608 -0.2541
O -2.841729 -0.006923 -0.989840 -0.4646 0.7047 -0.4360
H 2.884204 3.762102 0.119019 0.0141 0.0306 0.0035
H 0.708494 -1.995165 -2.867566 -0.3597 0.0533 -0.0287
H 2.900752 -1.204451 -3.336157 0.1797 0.2220 -0.0195
```
Positions in Å, forces in eV/Å.

Computed properties:
- E_HOMO (eV) = -5.09
- LUMO (eV) = 2.37
- charge = -1
- ΔE to the lowest compared entry with this formula, charge and spin (kcal/mol) = 0.0

Atomic partial charges in e from the natural (NBO) method, atoms 1 to 5:
1 H 0.232
2 H 0.228
3 S 2.315
4 C -0.286
5 H 0.204

---

This record from OMol25 describes C5H12CuN4O2Se3Te as an isolated structure at a distorted geometry. The level of theory is wB97M-V/def2-TZVPD.

The geometry in XYZ format:
```
28
Properties=species:S:1:pos:R:3:forces:R:3
H -2.394258 1.446634 3.483502 0.0253 0.0403 0.0070
H 0.615237 1.088675 -2.061599 0.0253 0.0297 0.0576
H 0.430359 -0.330086 3.227707 -0.0292 -0.0202 0.0067
H -2.215472 -0.201732 2.830239 0.0201 -0.0503 -0.0530
Te -1.722348 -3.479190 0.969030 -0.1335 -0.2668 0.3025
C -0.348286 1.321131 1.004598 -0.0910 -0.1362 0.4115
N 0.733164 0.351365 -2.746083 0.1304 -0.4343 -0.0497
C 0.304590 0.754301 3.239429 -0.0670 0.0244 -0.0709
H -0.006611 1.085032 4.230903 -0.0133 0.0409 0.0082
Se 0.440758 -2.214719 1.153843 -0.0516 -0.0558 0.2869
H -0.077265 -0.395650 -4.360211 0.0198 -0.0878 -0.0314
N 0.003355 1.518924 -0.080154 0.0130 0.1681 0.1473
N -0.711932 1.174822 2.278460 0.1130 0.1651 -0.3424
O 0.656772 -1.976895 -2.693995 1.1451 0.9661 -0.8070
Se -3.349904 -1.639225 0.482247 -0.1898 -0.0666 -0.0925
O 2.255756 -0.898203 -1.530514 -0.2012 -0.0030 -0.1472
Se -2.653963 -0.994397 -1.662402 0.2232 -0.1474 0.1710
H -1.159146 0.232500 -3.318610 -0.0762 -0.0757 0.0205
H 3.165109 0.856300 -2.182876 -0.0047 -0.0222 -0.0239
H -2.742594 1.102469 1.772154 -0.0072 -0.0019 -0.0469
H 2.298801 0.985452 -0.632002 0.0097 -0.0347 0.0131
N -0.252091 0.395124 -3.754521 -0.1989 0.2025 0.1355
C 2.912556 0.336910 -1.257566 -0.0883 0.0105 0.0628
Cu -0.246380 -1.784803 -1.040200 -1.8479 -0.2148 1.3089
C 1.092008 -0.885729 -2.234419 1.0441 -0.0630 -1.3356
H 3.817026 0.067158 -0.721363 0.0420 -0.0274 0.0269
H 1.254341 1.224610 2.993766 0.0183 0.0223 -0.0195
C -2.099583 0.859223 2.610635 0.1705 0.0382 0.0535
```
Positions in Å, forces in eV/Å.

Computed properties:
- E_HOMO (eV) = -3.57
- LUMO (eV) = 2.75
- charge = -1
- ΔE to the lowest compared entry with this formula, charge and spin (kcal/mol) = 22.8

Atomic partial charges in e from the natural (NBO) method, atoms 1 to 5:
1 H 0.178
2 H 0.433
3 H 0.232
4 H 0.216
5 Te 0.131

---

This record from OMol25 describes a 2-piece molecular cluster, C5H12FNP overall at a distorted geometry. The level of theory is wB97M-V/def2-TZVPD.

The geometry in XYZ format:
```
20
Properties=species:S:1:pos:R:3:forces:R:3
H -0.819269 2.207860 2.758272 0.0806 0.1589 -0.0064
C 0.716314 2.229003 1.136697 0.7982 0.1507 -0.1303
F -0.695689 -1.930764 -1.544029 0.3255 -0.1246 0.3023
H -0.611900 -0.871112 1.266695 -0.3626 0.1913 0.2787
H -2.296951 2.096171 0.904299 -0.0122 0.0970 -0.0052
C 0.250945 -0.358755 0.866542 0.1786 -0.2979 -0.1731
H 0.863630 -1.081177 0.276383 0.2293 0.3121 0.1280
H -1.739504 3.579891 0.319118 -0.0657 -0.0380 0.0716
H 1.513328 -4.519365 -2.667200 0.0805 -0.0242 -0.0376
H 1.551558 2.470622 1.792805 0.0531 -0.0451 0.0349
H 0.028166 -4.798016 -1.742696 0.0629 0.0335 0.0175
H -0.045251 -3.884005 -3.270911 0.1208 -0.0543 0.0648
H -0.304900 3.824089 2.195332 0.2154 -0.1882 0.0115
H 1.273167 -1.748232 -2.577157 0.2975 -0.0342 -0.0543
C 0.535896 0.865359 0.983813 -0.2459 -0.0794 0.0200
H 0.790233 2.761908 0.188259 -0.0950 -0.0377 0.0084
C 0.555010 -4.089884 -2.382003 -0.0783 0.3336 0.2219
C -0.636549 2.832743 1.884425 -0.4137 -0.0828 0.3338
P 0.835256 -2.517019 -1.479414 -0.7850 -0.2477 -0.7414
N -1.763490 2.930684 1.090769 -0.3840 -0.0229 -0.3451
```
Positions in Å, forces in eV/Å.

Computed properties:
- E_HOMO (spin up / spin down) (eV) = -12.97 / -12.97
- LUMO (spin up / spin down) (eV) = -5.73 / -5.73
- charge = +1
- ΔE to the lowest compared entry with this formula, charge and spin (kcal/mol) = 41.7

Atomic partial charges in e from the natural (NBO) method, atoms 1 to 5:
1 H 0.219
2 C -0.603
3 F -0.588
4 H 0.323
5 H 0.388

---

For each record above, in turn, the calculated molecular weight values are 128.97 556.76 180.07 334.65 588.20 136.13 g/mol.